Computed, not measured: a structure of composition C37H44BBr2FLaN12O9PS2 at a distorted geometry, with ωB97M-V/def2-TZVPD.

Computed properties:
**Energy relative to the best compared isomer or geometry (same formula, charge and spin)**: 0.0 kcal/mol
**Total charge**: -2

Atoms and positions in Å:
La 0.7723 -0.9887 -0.4814
Br 4.8614 -5.1764 -5.3915
C 3.7997 -4.0438 -4.2977
C 2.5602 -4.4774 -3.8657
C 1.8275 -3.6023 -3.0768
N 2.2663 -2.4029 -2.7325
C 3.4614 -2.0021 -3.1419
C 4.2763 -2.7982 -3.9485
C 3.8513 -0.6239 -2.7186
C 5.1049 -0.0905 -3.0158
C 5.3694 1.1934 -2.5932
Br 7.0676 1.9627 -2.9500
C 4.4179 1.9210 -1.9061
C 3.1961 1.3074 -1.6721
N 2.9130 0.0727 -2.0756
H 2.1779 -5.4550 -4.1211
H 0.8501 -3.8772 -2.6918
H 5.2485 -2.4751 -4.2843
H 5.8673 -0.6706 -3.5095
H 4.6088 2.9222 -1.5494
H 2.4158 1.8346 -1.1342
N 2.5241 -4.5263 1.2715
C 1.1595 -4.4419 1.1684
N 0.3550 -5.2183 1.8978
N -0.8800 -4.9053 1.4694
N -0.8146 -4.0155 0.5407
N 0.4810 -3.6764 0.3127
C 3.4656 -3.7150 0.6598
N 4.7597 -4.0274 0.6903
N 5.3317 -3.0515 -0.0336
N 4.4391 -2.2298 -0.4608
N 3.2129 -2.6180 -0.0372
H 2.8629 -5.0628 2.0495
F -0.0835 -0.9240 -2.5681
C -2.5104 7.6503 1.3144
C -3.3104 6.6080 0.5224
C -4.3896 6.0409 1.4447
C -4.0179 7.3034 -0.6495
C -2.3616 5.5262 0.0024
C -1.3699 5.8735 -0.9162
C -0.4491 4.9498 -1.4107
C -0.5382 3.6521 -0.9554
O 0.2066 2.5751 -1.2630
B -0.2551 1.4546 -0.4570
O -1.4028 1.9815 0.2521
C -1.5204 3.2917 -0.0380
C -2.4389 4.2005 0.4464
H -3.1672 8.4449 1.6814
H -1.7367 8.1048 0.6957
H -2.0178 7.1856 2.1700
H -5.0681 6.8420 1.7489
H -3.9599 5.6064 2.3480
H -4.9800 5.2702 0.9471
H -4.6875 8.0859 -0.2803
H -4.6084 6.5859 -1.2216
H -3.3053 7.7638 -1.3325
H -1.2975 6.8994 -1.2585
H 0.3141 5.2400 -2.1213
H -3.1814 3.8692 1.1579
C -3.8358 -5.2276 0.0191
C -3.1582 -5.0026 -1.3142
O -3.3944 -3.6695 -1.7682
P -2.0975 -2.6688 -1.9439
O -2.8025 -1.6835 -3.0346
C -2.3498 -1.5477 -4.3755
C -1.3061 -2.5463 -4.8301
O -2.2032 -1.6508 -0.6516
C -3.1461 -0.5718 -0.5494
C -4.5722 -1.0624 -0.4042
H -3.7720 -6.2780 0.3098
H -4.8885 -4.9433 -0.0405
H -3.3433 -4.6428 0.7952
H -3.5640 -5.6766 -2.0783
H -2.0850 -5.1834 -1.2264
H -1.9418 -0.5383 -4.4717
H -3.2435 -1.6274 -5.0061
H -0.3791 -2.4002 -4.2797
H -1.1138 -2.3800 -5.8938
H -1.6443 -3.5779 -4.7109
H -3.0316 0.0781 -1.4181
H -2.8273 -0.0072 0.3265
H -4.9345 -1.5213 -1.3221
H -5.2224 -0.2206 -0.1498
H -4.6465 -1.8040 0.3933
C -2.2575 -2.0917 2.8855
S -0.4734 -2.0300 2.8281
C -0.1478 -1.4213 4.4800
O -0.1947 -0.8296 1.9496
H -2.6470 -1.0984 3.1081
H -2.5652 -2.8281 3.6273
H -2.5686 -2.4173 1.8945
H -0.5373 -2.1437 5.1986
H -0.6229 -0.4479 4.6041
H 0.9307 -1.3381 4.5736
O 1.4572 2.3262 1.3748
C 2.0615 1.4423 1.9740
N 2.5511 0.3058 1.4314
S 3.3530 -0.5887 2.5348
O 4.7518 -0.7225 2.2451
O 2.6224 -1.7942 2.8787
C 3.1298 0.5298 3.8910
C 3.5880 0.4357 5.1928
C 3.2253 1.4572 6.0616
C 2.4446 2.5287 5.6258
C 2.0128 2.6074 4.3088
C 2.3697 1.5812 3.4476
H 4.1963 -0.3987 5.5147
H 3.5546 1.4269 7.0938
H 2.1803 3.3083 6.3300
H 1.4148 3.4311 3.9405

Computed, not measured: a structure of composition C37H44Cl3CoN2S2Si3, with ωB97M-V/def2-TZVPD.

Computed properties:
**Energy relative to the best compared isomer or geometry (same formula, charge and spin)**: 4.0 kcal/mol
**Total charge**: -1
**Spin multiplicity**: 2
**⟨S²⟩**: 0.902

Atoms and positions in Å:
Co -0.1204 0.0639 -0.2381
S -1.7119 0.1011 6.6525
C -3.4098 0.0473 6.9108
C -4.0878 -0.0088 5.7350
C -3.2371 -0.0089 4.6055
C -1.9055 0.0481 4.9229
C -0.7537 0.0584 4.0378
C -0.9327 0.0545 2.6489
N 0.0396 0.0407 1.7577
C 1.3232 0.0556 2.2187
C 1.6098 0.0939 3.6014
C 2.9807 0.1386 4.0208
C 3.9864 0.1388 3.1231
C 3.7210 0.0772 1.7156
C 4.7304 0.0676 0.7602
C 4.4032 -0.0249 -0.5862
C 3.0386 -0.1169 -0.9086
N 2.0542 -0.0739 -0.0374
C 2.3783 0.0261 1.2788
C 5.3967 -0.0234 -1.6471
C 5.2035 -0.0025 -3.0024
C 6.4089 0.0115 -3.7431
C 7.5158 0.0021 -2.9558
S 7.1012 -0.0236 -1.2892
C 0.5573 0.0838 4.5072
H -3.7963 0.0578 7.9167
H -5.1658 -0.0500 5.6727
H -3.6005 -0.0533 3.5881
H -1.9342 0.0792 2.2507
H 3.1802 0.1762 5.0854
H 5.0222 0.1780 3.4397
H 5.7666 0.1325 1.0718
H 2.7731 -0.2481 -1.9460
H 4.2238 0.0087 -3.4623
H 6.4492 0.0325 -4.8227
H 8.5546 0.0118 -3.2434
H 0.7614 0.0988 5.5712
C -2.4741 -2.2685 1.4382
Si -1.3595 -2.0585 -0.1362
C -2.7388 -2.4151 -1.4924
C -2.1201 -2.7749 -2.8441
C -3.5740 -1.1388 -1.6294
C -3.7148 -3.5373 -1.1062
C -0.1113 -3.5678 0.0587
C -0.8156 -4.9286 0.0830
C 0.9124 -3.5670 -1.0797
C 0.6482 -3.3977 1.3779
H -2.9318 -3.2606 1.4585
H -3.2843 -1.5318 1.4401
H -1.9169 -2.1514 2.3699
H -1.3810 -2.0398 -3.1577
H -2.8955 -2.8178 -3.6200
H -1.6312 -3.7526 -2.8069
H -2.9653 -0.2867 -1.9182
H -4.0703 -0.8973 -0.6840
H -4.3510 -1.2736 -2.3931
H -3.2116 -4.4818 -0.8937
H -4.4106 -3.7077 -1.9387
H -4.3127 -3.2675 -0.2330
H -1.2868 -5.1483 -0.8767
H -1.5769 -4.9764 0.8653
H -0.0822 -5.7229 0.2820
H 0.4348 -3.6918 -2.0527
H 1.6306 -4.3877 -0.9443
H 1.4675 -2.6263 -1.1026
H -0.0285 -3.3479 2.2353
H 1.2518 -2.4880 1.3642
H 1.3261 -4.2473 1.5331
C -2.8485 2.0142 1.0273
Si -1.2348 2.1830 -0.0324
C -1.9473 3.1164 -1.5486
C -0.2307 3.5379 0.8873
C 0.1681 4.7114 0.2427
C 0.8746 5.7025 0.9112
C 1.2159 5.5390 2.2461
C 0.8435 4.3758 2.9048
C 0.1301 3.3949 2.2306
H -3.5334 2.8253 0.7658
H -2.6516 2.0849 2.1012
H -3.3538 1.0667 0.8201
H -2.4096 4.0558 -1.2252
H -2.7131 2.5136 -2.0383
H -1.1858 3.3498 -2.2944
H -0.0759 4.8542 -0.8037
H 1.1625 6.6081 0.3888
H 1.7676 6.3102 2.7709
H 1.1109 4.2277 3.9457
H -0.1605 2.4993 2.7692
Cl -1.3867 0.7995 -3.9483
Si 0.0832 0.3804 -2.4890
Cl 1.3636 2.0624 -2.8364
Cl 1.1769 -1.0430 -3.6912